The following is a DFT calculation (wB97M-V/def2-TZVPD) of a 6-piece molecular cluster, C85H62NO11Si overall at a distorted geometry.

Output
HOMO level (eV): -10.5
Gap between HOMO and LUMO (eV): 7.42
Lowest unoccupied orbital energy (eV): -3.094
Net charge: +1

Each line ends with the Löwdin charge.
Cartesian coordinates (Å):
Si: 4.99214 -8.69762 3.54032  0.531
O: 1.21345 -6.94763 3.82233  -0.096
O: -10.01925 6.74823 6.97642  0.099
O: -1.20750 7.40242 5.54243  0.096
O: -1.99784 -2.17308 -10.19493  0.095
O: -0.23053 2.27694 4.40961  0.087
O: 3.07931 1.20125 -9.73471  0.067
O: -4.29141 1.13006 -6.68250  0.096
O: 4.86781 -0.83545 0.04948  0.089
O: 4.81342 4.35484 -5.79059  0.093
O: -6.59599 2.74643 7.85689  0.090
O: 1.44455 3.16634 -0.83099  0.082
N: 3.22257 -8.43985 3.40968  -0.097
C: -7.82371 5.94467 6.75238  -0.085
C: -10.96541 4.56026 8.43502  0.008
C: 0.53566 4.17100 2.50246  0.014
C: -0.03418 6.84554 3.06575  0.010
C: -0.55327 0.10268 -9.45612  0.020
C: -5.58838 5.03279 6.60067  0.011
C: 1.64304 -7.89342 0.10281  -0.046
C: -1.41210 5.16041 6.21100  -0.093
C: 4.31001 4.14907 -8.07477  -0.086
C: -2.44066 0.69109 -8.05952  -0.088
C: -7.39436 7.09796 6.08237  0.010
C: -4.48792 -0.82055 -7.97555  -0.086
C: 0.93002 -8.14462 -1.38748  -0.047
C: 3.84758 3.79956 -10.42423  0.011
C: -3.89944 -1.66785 -8.91358  -0.087
C: -5.15913 6.18918 5.94584  -0.047
C: 0.58242 6.50064 1.86110  -0.046
C: -8.77091 3.58273 8.14977  -0.087
C: 3.97003 1.78440 -5.08834  0.018
C: 0.87368 5.16539 1.58336  -0.044
C: -7.37373 3.67586 7.67937  -0.279
C: 5.39771 -10.25453 2.40904  -0.182
C: 3.45084 1.93363 -8.82597  -0.290
C: -9.65670 4.63963 7.94367  -0.086
C: -4.60151 -2.78418 -9.38410  0.005
C: 5.87542 1.45090 -1.20674  0.009
C: 2.29357 -9.10780 4.44773  -0.190
C: 2.10996 -6.43470 0.66115  -0.139
C: 2.39598 -8.62627 6.01786  -0.037
C: 3.93565 2.26457 -6.40424  -0.077
C: -1.83306 -0.18127 -8.96131  -0.086
C: 0.95559 -1.22988 1.49687  -0.059
C: -2.53607 -1.39856 -9.41222  -0.280
C: -10.50821 2.35201 9.30428  -0.059
C: -9.20110 2.43112 8.82168  0.004
C: 3.46421 1.44854 -7.43148  -0.084
C: 2.64198 -8.66748 7.42471  0.142
C: 0.10524 1.26826 -9.06164  -0.049
C: -1.18133 3.82054 5.90174  -0.085
C: -0.36952 5.84995 3.99267  -0.086
C: -11.38684 3.41921 9.11963  -0.056
C: 0.07696 -0.16268 1.31222  -0.041
C: 3.64008 2.36278 -1.05503  -0.087
C: 2.26270 -1.15077 1.01427  -0.014
C: 2.69288 0.00084 0.34236  -0.084
C: 4.61983 5.95730 -9.65591  -0.052
C: 5.65139 -9.15325 5.28913  -0.212
C: 1.80710 1.05774 0.13626  -0.081
C: 1.82403 -5.14429 -0.36586  -0.004
C: 2.23864 2.26119 -0.60226  -0.271
C: 3.88338 3.31735 -9.10935  -0.083
C: -9.22515 5.84308 7.20515  -0.277
C: 2.85817 -6.07196 2.06055  -0.102
C: 3.51426 0.49654 -4.80276  -0.048
C: -3.77662 0.38717 -7.50914  -0.280
C: -6.06318 7.21736 5.68045  -0.047
C: -2.25727 3.15811 7.96796  -0.055
C: 4.06944 3.51608 -1.72504  0.005
C: 0.85582 -8.37993 3.99894  -0.106
C: -1.00834 6.22502 5.26990  -0.285
C: 4.67302 5.47353 -8.34770  0.008
C: 5.40062 3.63547 -2.12695  -0.060
C: 4.53842 1.32599 -0.80715  -0.093
C: 3.02375 -0.31326 -5.82672  -0.051
C: 4.38650 3.64082 -6.69065  -0.274
C: -1.61033 2.81717 6.77905  0.008
C: 4.09007 0.09397 -0.12803  -0.283
C: 6.10252 -7.28072 2.87235  -0.208
C: -2.46612 4.49916 8.28886  -0.062
C: -2.04579 5.50117 7.41309  -0.010
C: -0.09613 4.51350 3.70532  -0.082
C: 0.49838 0.97837 0.62762  0.003
C: -5.88427 -3.05569 -8.90549  -0.059
C: -0.51015 2.15157 -8.17511  -0.046
C: -1.77965 1.86321 -7.66959  0.008
C: 6.30467 2.60730 -1.86157  -0.047
C: 4.21659 5.11812 -10.69426  -0.052
C: 3.00209 0.15820 -7.14109  0.009
C: 2.62540 -7.05874 3.32312  -0.278
C: -6.46306 -2.22193 -7.94901  -0.059
C: 1.11439 -5.37444 -1.85651  -0.043
C: 0.66320 -6.87000 -2.42627  -0.045
C: -6.92538 4.90787 7.00026  -0.083
C: -5.76843 -1.10466 -7.48330  0.005
C: -0.48197 3.45115 4.65500  -0.278
H: 6.06025 -9.93765 1.49158  0.066
H: 2.12844 -4.02930 -0.08156  0.085
H: 3.99863 -5.86029 1.77858  0.124
H: 3.53800 0.12692 -3.77990  0.102
H: 6.04146 -8.18369 5.86919  0.077
H: -0.00089 3.06485 -7.87506  0.108
H: -0.93794 -0.21922 1.69948  0.115
H: 2.94461 -1.98546 1.16696  0.104
H: -10.83937 1.45897 9.82977  0.107
H: 4.89526 6.98869 -9.86463  0.110
H: 6.63467 -9.80457 5.11326  0.075
H: 5.76938 -6.20432 3.21113  0.058
H: 6.00389 -7.28368 1.68339  0.070
H: -8.09332 7.90685 5.87609  0.123
H: -5.73075 8.11520 5.16394  0.111
H: -0.06861 -0.57977 -10.15236  0.125
H: 5.81634 -11.15497 3.02650  0.062
H: 4.34702 2.41266 -4.28302  0.096
H: 3.37048 4.32496 -1.93132  0.128
H: -8.51919 1.59642 8.97437  0.120
H: 1.81294 -8.84671 0.75173  0.051
H: 1.09715 1.48902 -9.44997  0.078
H: -2.59624 2.37679 8.64458  0.112
H: 0.66744 -9.25666 -1.69368  0.089
H: 4.92529 -9.81310 5.92411  0.039
H: -4.11933 6.28629 5.64109  0.095
H: 6.58694 0.65145 -1.00620  0.122
H: 0.29575 -8.83404 3.07824  0.152
H: -1.44608 1.76831 6.53758  0.120
H: 2.07529 -10.24010 4.21307  0.189
H: 2.62048 -0.48161 -7.93521  0.123
H: -0.25525 7.89073 3.27626  0.123
H: -7.45909 -2.43864 -7.56916  0.108
H: -6.43079 -3.91933 -9.27780  0.108
H: 4.36533 -10.63252 1.94336  0.048
H: 7.34446 2.70440 -2.16631  0.113
H: 3.20370 -6.48956 4.19968  0.183
H: -11.65843 5.38737 8.29009  0.123
H: 1.36054 4.89716 0.64824  0.088
H: 2.44332 -8.67620 8.60253  0.095
H: -4.87685 4.23333 6.80121  0.107
H: -2.21715 6.54562 7.66763  0.126
H: 0.62443 -2.12292 2.02236  0.103
H: 2.65957 -1.31359 -5.60269  0.107
H: -2.25179 2.55658 -6.97538  0.121
H: 4.18392 5.49239 -11.71513  0.111
H: 5.73304 4.53332 -2.64347  0.116
H: 2.98114 -9.04461 2.56601  0.134
H: 3.52860 3.15194 -11.23902  0.124
H: -2.96208 4.76522 9.21975  0.115
H: 7.21260 -7.55183 3.11457  0.077
H: 0.18929 -7.06098 -3.48669  0.093
H: 0.76174 3.13020 2.27660  0.100
H: -6.22877 -0.45525 -6.74074  0.121
H: 0.95497 -4.42721 -2.55938  0.094
H: 0.28503 -8.39110 5.03337  0.151
H: 0.83721 7.27478 1.14050  0.110
H: -0.19463 1.80548 0.48268  0.125
H: -12.40173 3.36266 9.50689  0.109
H: 4.99377 6.13291 -7.54288  0.122
H: -4.15393 -3.44242 -10.12692  0.121
H: 2.44556 -4.99838 2.38592  0.150

Atoms 1-2, force components in eV/Å:
Si 5.01 -1.30 0.28
O 2.38 -3.85 -1.65